Formula: C47H113Cl8O27P3
Source: the OMol25 dataset
Level of theory: ωB97M-V with the def2-TZVPD basis set

Structure (ORCA input):
```
! wB97M-V def2-TZVPD RIJCOSX def2/J DEFGRID3
* xyz 0 1
Cl -1.64798 4.56307 -4.72823
H -2.47711 7.83315 -3.65757
H 7.25983 -11.37126 3.97976
H 3.61844 -1.45969 -0.07449
P -0.20675 1.66076 -0.64800
H 5.74512 -0.55393 -1.15634
H 7.01308 -8.14970 2.39966
C -1.79505 0.74385 -2.55628
H 3.96059 -3.11598 3.70441
H -3.72052 4.38626 3.66175
O 6.11445 -9.93541 3.12956
O 3.31579 -2.59066 -2.26069
H 1.07126 -3.41122 -5.52353
O -1.82179 6.38345 1.01297
C -0.15352 1.51759 -6.86374
H 3.80475 0.27650 5.74646
O -5.74782 0.79312 1.72997
O 0.25801 2.96767 -1.48602
O 6.10551 1.73975 1.77667
C 3.75267 1.90474 -0.42881
H -0.04185 6.04401 1.96685
C 0.32265 2.54089 1.77381
Cl 0.76829 2.10267 5.93191
Cl 1.92679 -0.86978 6.91326
C 6.65555 -0.91794 -1.65162
H -4.27043 4.15056 -2.19598
H -0.11119 2.66268 2.73925
H -0.45469 4.64125 -0.33924
C -6.38224 -1.30860 -4.18286
O -5.79631 6.52273 2.20265
O 2.67960 0.76362 -5.05882
C -6.59231 -0.57668 -2.90439
C -2.83968 -4.14277 -1.43697
H 4.54369 -3.78152 -3.44209
H -2.76642 -2.38706 4.62243
H 2.94336 2.20475 5.23314
O 4.56523 -6.88814 2.42266
H -0.47626 4.74741 -2.14741
C -0.87946 6.69672 2.00422
H 4.05243 -8.90837 2.31794
O 3.66447 2.01350 0.99910
H -5.51160 2.11617 0.22695
C -4.89308 1.61813 0.94831
H 0.20574 -4.74556 2.59557
H -1.38333 8.36644 -0.95731
H -5.86919 0.21696 -2.71498
H 5.77994 -1.72174 -4.46741
H 0.81631 3.41713 1.48457
H 0.52871 -2.36866 1.67484
O 4.87428 -0.24019 1.17290
H -2.32538 -1.96722 6.30520
H -3.28085 7.37465 2.04789
H -2.71451 -2.17698 0.50536
C 2.46197 1.72289 6.06308
H -1.43188 9.16668 -3.29729
H 1.90938 0.20571 -3.15646
Cl -4.82286 3.08962 -4.24157
H -6.48571 -0.66552 -5.06379
O -1.15182 -5.86122 -1.78182
H -3.55035 4.95681 2.05657
C 3.80577 -1.26246 0.97712
H 3.30819 1.33848 -3.26037
Cl -6.50012 -1.74810 -1.56261
Cl -1.05047 -0.39815 3.24332
H -4.34984 -3.01927 0.42458
H 2.93883 -4.55213 -1.60041
O 6.34179 -1.98871 -2.42835
H 8.27379 -10.19026 3.27983
H -2.91240 9.14218 -1.36750
H -4.15057 0.93858 0.41928
C 0.61151 -2.48703 -5.57439
C 5.31215 -1.76660 -3.38467
H -3.67563 2.17003 2.65377
H -5.15290 -0.94988 0.89377
C -3.28781 -3.11522 0.67158
H 2.91067 -0.93166 1.52578
H -3.10675 -6.22308 -1.30776
H -1.44545 -7.86755 -1.42461
H -2.15073 -3.41157 -1.81151
P 4.62212 1.11004 1.93817
H 2.83656 2.10697 7.00917
H -6.15540 -1.08353 2.44120
H -2.73293 -5.54250 -3.07150
H -7.56012 -0.09907 -3.01103
H 0.79290 -2.38614 -1.77483
C -0.22592 -5.67935 2.28657
H 2.69169 -3.35209 4.92516
C -2.81095 7.42957 1.07258
C -0.60754 4.14414 -1.28559
H 0.48119 -4.06785 -1.50203
O -2.93678 -4.27741 0.01888
C -5.22245 5.72184 3.23197
H -1.66878 3.86746 -1.21152
H -0.74906 -7.69825 0.94321
C 6.28583 3.12115 2.12561
H -6.00945 5.23027 3.82496
C -4.11604 2.57552 1.75937
H 3.55804 -2.62546 -4.31245
O 0.31665 0.51469 -5.96243
O -0.20422 -5.78388 0.87809
C 6.09770 -8.55733 2.90254
H -3.74980 5.48053 -4.43469
O 2.32670 -0.44604 -7.28660
C 2.49320 -3.69593 -2.13335
H 5.99122 -8.06319 3.88041
C 7.32949 -10.31006 3.83458
O 1.45179 -3.10637 0.00129
H 5.63649 3.37292 2.97821
H 4.14847 -2.17730 1.43087
H 3.63546 0.88962 -0.82522
O -5.00760 3.58689 2.21733
H 7.19051 -0.11840 -2.12303
O 2.82225 -4.88207 3.53939
H -0.22302 6.88420 -4.79461
H -1.25138 -5.66308 2.66922
H 6.22578 3.75443 1.21973
H 2.35469 -4.60823 1.59219
H -1.31059 6.55910 2.99866
H 0.41889 -2.24988 -6.61326
O 1.40073 -1.42137 -5.00066
H 7.30154 -9.81025 4.80773
H 0.05454 -1.57583 0.19693
C -2.49967 -5.54677 -1.94670
H -1.76609 1.49504 -3.37334
O 3.95071 0.99753 3.27115
H -2.23053 0.12684 5.32262
H -2.36021 8.40871 1.11208
C 2.71208 0.31155 5.75563
H -0.45072 7.76040 1.86902
H -0.00110 2.49172 -6.47675
H 2.53695 -7.01221 2.08565
H 1.61544 1.84168 -3.67797
C -0.89358 -6.99152 -1.03965
H -6.98844 -2.17623 -4.27432
C 4.88016 -8.24753 2.03354
H -1.21942 1.36881 -6.91027
H -0.45274 -3.26402 0.47657
H -4.29432 -0.51491 2.36357
C 0.28279 7.30164 -3.93129
H -4.25068 6.21008 0.12348
H 3.59400 -6.41547 0.69010
C -1.72332 8.16865 -2.99857
H 2.22177 0.02117 4.84216
C -3.06723 5.03136 -3.75455
H 0.70585 8.29069 -4.12012
H -2.95438 3.06482 -2.78955
Cl -0.66642 -3.30048 5.02240
P 1.76943 -0.17498 -5.94033
H 4.66252 2.41972 -0.73229
H -4.77182 6.40589 3.93456
H -7.55757 7.12219 2.96488
C 2.95499 -3.52371 3.89433
C 1.22488 -3.27833 -1.30541
C 0.29551 -2.55976 0.61833
H -2.65139 5.63352 -2.98018
H 1.09492 6.63983 -3.55477
H -4.61403 7.86590 -0.25774
C -1.08042 -6.79032 0.43022
H 0.23496 1.48273 -7.86973
H -0.31668 -2.42799 -4.99787
H -6.12410 8.04160 3.54444
C -5.35367 -0.53953 1.90760
H 7.28976 3.23861 2.49937
O 0.79454 0.62716 -0.60952
H -0.89296 0.12748 -2.66874
H 7.21178 -1.29616 -0.77312
O -3.06253 7.11015 -1.32276
O -0.66550 7.28810 -2.84117
C -2.31302 8.25828 -1.59621
H 2.16824 -2.94790 3.30160
H -3.29878 3.02364 1.17944
C -4.32923 4.64802 2.77582
H 5.06419 -8.31540 0.94202
C 3.44426 -6.42655 1.78025
H -6.69694 8.30116 1.88147
H 2.05111 -3.95578 -3.10096
H 1.00031 1.65214 1.80095
C -1.92776 -1.98919 5.24159
O -0.71542 2.22372 0.76595
C 3.22365 -4.95934 2.17425
H -3.85664 -3.90644 -1.80868
O -1.61381 1.28428 -1.26674
C 4.17594 -2.75527 -3.43822
H 4.02466 -4.31487 1.89165
H 4.84014 -0.82199 -3.21378
H -0.59650 -0.47923 5.54353
H -2.70714 0.24782 -2.63593
H 2.90698 2.46282 -0.73657
H -2.09603 -6.52706 0.71129
C 2.35869 1.05369 -3.72955
H 0.24027 -6.67367 2.68506
C -1.48137 -0.65362 4.95474
C -6.57922 7.54412 2.67463
C -3.78017 7.16477 -0.07642
Cl -4.72459 -2.08874 -4.38755
C -3.68462 3.83146 -3.10155
H -3.12964 -3.27631 1.71179
H 0.15066 -7.18043 -1.21296
*
```

As for the structure (SMILES): COP(=O)(OC)OC.COP(=O)(OC)OC.COP(=O)(OC)OC.COCCOCCOC.COCCOCCOC.COCCOCCOC.COCCOCCOC.COCCOCCOC.ClCCCl.ClCCCl.ClCCCl.ClCCCl. The calculation puts the HOMO energy at -8.95 eV. The molar mass comes out at 1486.940 g mol⁻¹.

=====

Formula: C7H14OSi
Source: the OMol25 dataset
Level of theory: ωB97M-V with the def2-TZVPD basis set

Structure (ORCA input):
```
! wB97M-V def2-TZVPD RIJCOSX def2/J DEFGRID3
* xyz 0 3
C 1.25357 -0.80841 0.53103
Si -1.16665 0.05986 -0.08277
H 1.87569 -1.51700 -1.25827
H 1.63181 -0.99634 1.54206
H -2.18679 -1.91391 -1.09400
H -1.73376 0.81634 2.26531
C -1.84558 1.19132 1.34620
H -3.07901 -1.55448 0.41472
H 2.74707 2.29338 -0.50700
C 2.14632 -1.72667 -0.29083
O -0.08550 -1.07239 0.40942
C 2.54154 1.43365 0.13659
H -3.31908 -0.45833 -1.12419
C -2.61554 -1.17398 -0.57574
H -1.29334 1.92248 -1.64761
H -1.40226 2.18413 1.50913
H 3.31108 1.66214 0.86533
H 3.21186 -1.56287 0.05781
C 1.58653 0.57514 0.01459
H 2.02625 -2.67397 0.08489
H 0.02894 0.84854 -2.22458
C -0.74233 1.07909 -1.58783
H -2.89081 1.39227 1.21575
*
```

As for the expectation value of S²: 2.012. The calculation puts the HOMO energy (alpha / beta) at -7.94 / -9.64 eV. The molar mass comes out at 142.274 g mol⁻¹.

=====

Formula: C18H27NO5
Source: the OMol25 dataset
Level of theory: ωB97M-V with the def2-TZVPD basis set

Structure (ORCA input):
```
! wB97M-V def2-TZVPD RIJCOSX def2/J DEFGRID3
* xyz 0 1
C 3.13711 -1.15866 -3.78606
H 0.36442 2.35579 4.83812
H -0.55613 1.10707 4.62668
C 0.06210 1.52473 4.22467
H -4.51446 -1.31389 -1.40840
H -3.60575 1.11301 -1.97834
O -3.26652 1.49477 -0.00291
C -2.53750 0.34818 0.80422
C -1.35697 -0.54737 -2.32686
C -0.56434 1.26530 0.70450
O -1.07332 -0.02733 -3.56280
O -1.44793 -1.81266 -2.11973
H 0.98106 0.03678 3.03711
C 0.84851 -0.86793 -4.78659
H -0.97271 -2.09258 -4.19477
C -3.48595 -0.76519 0.49561
C -1.19941 0.25191 0.12613
H 1.30898 -2.24865 -3.27825
C 1.72804 -1.24851 -3.60724
H 3.77099 -2.34007 -2.03404
O 0.72641 1.52786 0.32731
C -0.78491 -0.87813 -4.61722
H -1.27782 1.19234 -1.54955
C -1.54190 0.42335 -1.32493
C 1.28578 0.53651 3.72782
C -3.35304 0.65245 -1.12908
H -2.91044 1.51071 2.61593
H 3.29030 -0.16833 -4.05390
H -2.03711 -0.12647 3.03729
C 2.32546 0.41356 5.93494
H 1.41651 -0.45003 -2.56790
C 3.88015 -1.51008 -2.36719
H -3.64258 -1.99877 1.20386
H 2.09693 0.97959 3.35080
H -1.30328 -0.90626 -5.35309
C -2.29318 0.72509 2.18593
H 3.65361 -0.67437 -1.60474
H 5.03195 -1.36769 -2.34591
C -0.39465 2.20763 3.00412
O 1.53599 -0.41604 4.99803
H 2.68255 -0.60411 6.76020
H 3.31202 -1.88220 -4.52433
H -1.00474 -1.02584 0.09076
H 0.33575 2.72960 2.37351
H 3.31848 0.68014 5.47518
N -0.95438 1.54555 1.93209
H 1.05680 -1.53747 -5.48188
C -3.81459 -0.74423 -0.79233
H 1.80558 0.93899 6.55950
H -1.11358 3.00736 3.27889
H 1.05169 0.14458 -4.91519
*
```

The calculation puts the HOMO energy at -9.24 eV. The molar mass comes out at 337.416 g mol⁻¹.

=====

Formula: C17H14CdF4N3O4
Source: the OMol25 dataset
Level of theory: ωB97M-V with the def2-TZVPD basis set

Structure (ORCA input):
```
! wB97M-V def2-TZVPD RIJCOSX def2/J DEFGRID3
* xyz -1 1
N -2.66586 1.05954 -0.26895
H 5.01906 1.04024 -0.61818
H 3.41818 3.01675 2.79484
O 5.88747 3.27977 2.50468
O 6.70100 2.18203 0.69936
F -2.02055 -4.11031 0.55943
C 5.81944 2.54975 1.50111
H -2.67550 2.87780 0.78512
C 2.88646 0.92555 -0.32878
C -1.16012 -3.75780 -0.41907
C 0.25865 -4.52987 -2.22533
H -2.50942 -0.88225 1.71327
H -2.43887 1.09347 -2.35573
H -2.45475 2.68660 -1.57409
H 0.63468 -5.32505 -2.84998
H -4.31437 -0.19507 0.12886
F -1.13395 -6.00671 -1.03944
C -3.17139 1.90991 0.81348
C 4.16879 1.31415 -0.00843
C -3.27438 -0.28500 -0.21335
H -3.03868 -2.20284 0.69421
O -0.36199 2.04869 1.88885
C 4.38490 2.08537 1.12673
F 0.67046 -0.95812 -1.77931
H -2.93646 1.46711 1.77891
C 0.69874 -3.22683 -2.35734
C 0.22228 -2.21861 -1.55473
H -3.29253 -0.68895 -1.22756
H -3.96969 1.78923 -1.78269
F 1.59426 -2.92138 -3.30989
C 2.01731 2.00400 1.52554
C 0.79358 2.37051 2.37242
C 3.28172 2.42461 1.90232
O 0.97381 3.02279 3.38602
C -0.73803 -2.41686 -0.53932
N -1.12544 -1.37639 0.23120
C -2.89656 1.69018 -1.56688
H -4.25778 2.04773 0.72304
N 1.82963 1.26729 0.41846
C -2.49634 -1.25740 0.68304
C -0.67983 -4.75799 -1.23856
H 2.67608 0.32677 -1.20667
Cd -0.32400 0.63761 0.23339
*
```

The calculation puts the HOMO energy at -5.22 eV. The molar mass comes out at 512.720 g mol⁻¹.

=====

Formula: C6H13N
Source: the OMol25 dataset
Level of theory: ωB97M-V with the def2-TZVPD basis set

Structure (ORCA input):
```
! wB97M-V def2-TZVPD RIJCOSX def2/J DEFGRID3
* xyz 0 1
C 1.32293 -2.02835 0.42136
H -2.56673 2.96787 -0.49632
H 2.68654 -2.18322 2.12619
H -0.77236 -1.83020 0.65274
H -0.11035 2.68529 -0.28366
H -1.82128 3.76432 -1.88386
C 1.70905 -1.77070 1.85535
C -0.57524 0.86257 -0.91426
H 0.99038 -2.21240 2.54364
H -2.45562 2.14039 -2.02409
H -1.12047 0.31749 -1.67801
C 0.00533 0.13778 0.04293
H 2.08844 -1.70027 -0.28639
C -0.01275 -1.35560 0.03766
H 1.21824 -3.10136 0.23704
H 1.72756 -0.72000 2.15426
H 0.53195 0.65364 0.83699
N -0.64064 2.23945 -1.01790
C -1.91043 2.82130 -1.35803
H -0.29456 -1.68799 -0.96561
*
```

As for the structure (SMILES): CCC/C=C/NC. The calculation puts the HOMO energy at -7.76 eV. The molar mass comes out at 99.177 g mol⁻¹.

=====

Formula: C2H4N2
Source: the OMol25 dataset
Level of theory: ωB97M-V with the def2-TZVPD basis set

Structure (ORCA input):
```
! wB97M-V def2-TZVPD RIJCOSX def2/J DEFGRID3
* xyz 0 1
H -1.56489 -0.28232 1.26504
N -0.11261 -0.79020 -0.78149
C 0.08629 0.30302 0.12622
H 1.50901 -0.66693 -1.84675
N 0.60616 -1.18432 -1.70133
H 0.91800 0.97996 -0.05829
H -0.67822 1.21555 1.86136
C -0.76374 0.42523 1.13525
*
```

As for the structure (SMILES): [H]/N=N\C=C. The calculation puts the HOMO energy at -8.98 eV. The molar mass comes out at 56.068 g mol⁻¹.

=====

The highest molar mass belongs to which entry?
C47H113Cl8O27P3

=====

Among the records above, which one has the highest molar mass?
C47H113Cl8O27P3